1.
C3H6O2 in the gas phase in a non-equilibrium geometry, computed with the ωB97M-V functional and the def2-TZVPD basis.

Its max |F| is 0.08408 hartree/bohr. As for the LUMO energy: 0.0271 Ha. As for the SMILES: OC1COC1. The relative energy (zero: lowest compared OMol25 entry of this formula, charge and spin) comes out at 76.4 kcal per mole. The highest occupied orbital energy is -9.51 eV.

Last column: Löwdin charge in e.
Cartesian coordinates (Å):
1 C -0.538 0.030 0.392  -0.291
2 C 0.552 -1.044 -0.070  -0.179
3 C 0.491 1.098 -0.010  -0.050
4 H -2.285 -0.555 0.314  0.080
5 H -0.509 -0.166 1.480  0.150
6 H 0.782 -2.056 0.506  0.153
7 H 0.422 -1.196 -1.133  0.104
8 H 0.471 1.904 0.614  0.082
9 H 0.582 1.539 -0.946  0.102
10 O -1.815 0.029 -0.279  -0.015
11 O 1.503 -0.025 -0.059  -0.136


2.
A molecular structure, C30H45BrMgN2P2S in a non-equilibrium geometry, computed with the ωB97M-V functional and the def2-TZVPD basis.

Its max |F| is 0.04911 hartree/bohr. As for the LUMO energy: -0.2772 Ha. The total charge is +2. The relative energy (zero: lowest compared OMol25 entry of this formula, charge and spin) comes out at 0.0 kcal per mole. The highest occupied orbital energy is -12.34 eV.

Last column: Löwdin charge in e.
Cartesian coordinates (Å):
1 N -5.502 3.736 -4.350  0.090
2 C -5.343 4.112 -3.085  -0.099
3 C -4.524 3.412 -2.188  0.026
4 C -3.772 2.306 -2.674  -0.187
5 C -4.035 1.874 -3.999  0.016
6 C -4.886 2.650 -4.805  -0.097
7 C -2.654 1.749 -1.921  -0.043
8 Mg -0.951 0.524 -0.688  0.520
9 P 3.651 -0.375 -0.670  0.980
10 C -1.615 1.043 -2.584  -0.259
11 C -0.381 1.695 -3.095  -0.249
12 C 0.015 1.472 -4.423  -0.024
13 C 1.262 1.887 -4.883  -0.074
14 C 2.128 2.604 -4.035  -0.707
15 C 1.654 2.963 -2.752  -0.109
16 C 0.435 2.460 -2.258  -0.045
17 Br 3.898 2.881 -4.494  0.873
18 H -2.575 2.048 -0.858  0.045
19 H -1.942 0.240 -3.245  0.083
20 H -4.412 3.772 -1.162  0.124
21 H -3.545 1.000 -4.433  0.113
22 H -5.872 5.018 -2.753  0.129
23 H -5.058 2.383 -5.854  0.125
24 H -0.696 0.954 -5.087  0.132
25 H 0.098 2.727 -1.239  0.122
26 H 1.573 1.655 -5.897  0.120
27 H 2.252 3.600 -2.114  0.111
28 P -1.200 -1.843 -1.408  0.910
29 C 4.025 1.416 -0.660  -0.426
30 C 5.458 1.709 -1.113  -0.159
31 H 3.872 1.764 0.372  0.078
32 H 3.298 1.915 -1.313  0.024
33 H 5.683 2.769 -0.950  0.076
34 H 6.188 1.122 -0.544  0.073
35 H 5.608 1.504 -2.180  0.045
36 C 3.171 -0.671 -2.411  -0.414
37 C 4.253 -1.502 -3.106  -0.157
38 H 3.036 0.296 -2.919  0.049
39 H 2.205 -1.197 -2.415  0.033
40 H 3.984 -1.652 -4.156  0.072
41 H 5.231 -1.005 -3.075  0.070
42 H 4.366 -2.487 -2.637  0.072
43 C 2.326 -0.706 0.520  -0.446
44 C 2.937 -1.437 1.731  -0.164
45 H 1.558 -1.330 0.034  0.035
46 H 1.879 0.252 0.825  0.042
47 H 2.187 -2.059 2.232  0.060
48 H 3.767 -2.086 1.418  0.065
49 H 3.330 -0.728 2.470  0.068
50 C -1.044 -2.805 0.121  -0.406
51 C -1.595 -4.228 0.049  -0.126
52 H -1.549 -2.227 0.911  0.055
53 H 0.023 -2.822 0.382  0.073
54 H -2.685 -4.248 0.164  0.081
55 H -1.332 -4.740 -0.883  0.072
56 H -1.172 -4.815 0.871  0.086
57 C -0.061 -2.657 -2.579  -0.371
58 C -0.191 -2.201 -4.031  -0.119
59 H -0.239 -3.736 -2.497  0.093
60 H 0.959 -2.475 -2.208  0.055
61 H -1.098 -2.602 -4.499  0.081
62 H -0.197 -1.108 -4.142  0.042
63 H 0.664 -2.577 -4.607  0.093
64 C -2.847 -2.282 -2.101  -0.363
65 C -4.039 -1.679 -1.360  -0.118
66 H -2.906 -3.378 -2.124  0.095
67 H -2.844 -1.947 -3.149  0.080
68 H -4.085 -0.586 -1.465  0.058
69 H -4.962 -2.088 -1.795  0.094
70 H -4.040 -1.920 -0.289  0.075
71 S -2.208 0.910 1.408  0.708
72 C -0.967 0.529 2.514  -0.710
73 N -1.239 -0.548 3.341  0.073
74 C -0.364 -0.985 4.296  -0.010
75 C 0.820 -0.313 4.481  -0.024
76 C 1.139 0.777 3.658  -0.009
77 C 0.231 1.219 2.693  -0.078
78 H -2.166 -0.964 3.266  0.153
79 H -0.710 -1.843 4.880  0.153
80 H 1.485 -0.615 5.286  0.134
81 H 2.090 1.292 3.785  0.137
82 H 0.435 2.086 2.068  0.122


3.
C7H8OS in the gas phase in a non-equilibrium geometry, computed with the ωB97M-V functional and the def2-TZVPD basis.

Its max |F| is 0.02684 hartree/bohr. As for the LUMO energy: 0.0152 Ha. The relative energy (zero: lowest compared OMol25 entry of this formula, charge and spin) comes out at 70.0 kcal per mole. The highest occupied orbital energy is -7.19 eV.

Last column: Löwdin charge in e.
Cartesian coordinates (Å):
1 C 1.989 0.772 -0.682  -0.120
2 C 0.795 1.384 -0.077  -0.430
3 C 2.524 -0.345 -0.280  -0.191
4 C 0.316 0.815 1.262  -0.194
5 C -0.964 0.160 0.757  -0.445
6 C -0.739 -0.798 -0.335  -0.461
7 C -1.929 -1.641 -0.724  -0.182
8 O 3.040 -1.307 0.108  0.198
9 S -0.885 0.937 -0.906  1.066
10 H 2.400 1.237 -1.565  0.117
11 H 0.845 2.471 -0.109  0.106
12 H 1.008 0.095 1.700  0.114
13 H 0.120 1.605 1.986  0.113
14 H -1.876 0.256 1.347  0.118
15 H -2.019 -1.679 -1.809  0.062
16 H -2.886 -1.308 -0.304  0.062
17 H -1.737 -2.654 -0.369  0.068


4.
2 unconnected molecules or ions with the total composition H5N2P in a non-equilibrium geometry, computed with the ωB97M-V functional and the def2-TZVPD basis.

Its max |F| is 0.04614 hartree/bohr. As for the LUMO energy: -0.0075 Ha. The relative energy (zero: lowest compared OMol25 entry of this formula, charge and spin) comes out at 78.3 kcal per mole. The highest occupied orbital energy is -7.32 eV.

Last column: Löwdin charge in e.
Cartesian coordinates (Å):
1 N 0.015 -1.746 0.010  -0.081
2 N -0.312 -0.364 0.168  -0.649
3 P -1.721 0.409 -0.124  0.574
4 H -0.875 -2.075 -0.511  0.063
5 H 0.931 -1.815 -0.503  0.087
6 H 0.435 0.142 0.637  0.011
7 H 0.791 3.085 0.138  0.025
8 H 0.735 2.365 0.185  -0.030


5.
A molecular structure, C24H15BF3N4O7S in a non-equilibrium geometry, computed with the ωB97M-V functional and the def2-TZVPD basis.

Its max |F| is 0.09562 hartree/bohr. As for the LUMO energy: 0.0423 Ha. The total charge is -1. The relative energy (zero: lowest compared OMol25 entry of this formula, charge and spin) comes out at 59.0 kcal per mole. The highest occupied orbital energy is -4.62 eV.

Last column: Löwdin charge in e.
Cartesian coordinates (Å):
1 C -2.984 -1.085 -4.826  -0.125
2 C -2.386 -1.096 -3.487  -0.590
3 C -2.322 -2.184 -2.622  -0.113
4 C -1.769 -1.859 -1.352  -0.071
5 C -1.739 -0.480 -1.166  -0.453
6 B 0.594 0.294 -0.162  -0.659
7 C -1.654 0.154 0.064  -0.271
8 C -2.205 1.483 0.118  -0.014
9 C -3.192 1.751 1.013  -0.007
10 C -3.493 0.860 2.034  -0.114
11 C -4.545 1.184 3.070  -0.501
12 F -5.573 0.269 3.049  0.102
13 F -4.043 1.174 4.348  0.118
14 F -5.106 2.416 2.877  0.106
15 C -2.801 -0.336 2.135  -0.003
16 C -1.809 -0.655 1.248  0.004
17 O 1.005 -1.066 -0.280  0.177
18 C 1.868 -0.975 -1.349  -0.178
19 C 1.672 0.240 -2.051  -0.220
20 C 2.608 0.713 -2.944  -0.007
21 C 3.779 -0.035 -3.093  -0.090
22 C 3.987 -1.219 -2.376  -0.086
23 C 3.015 -1.721 -1.506  0.005
24 O 0.668 0.958 -1.463  0.059
25 S -1.744 0.319 -2.746  1.143
26 H -3.419 -2.059 -5.054  0.078
27 H -3.792 -0.346 -4.894  0.076
28 H -2.248 -0.852 -5.600  0.078
29 H -2.717 -3.137 -2.856  0.092
30 H -1.516 -2.576 -0.563  0.126
31 H -1.882 2.252 -0.598  0.136
32 H -3.738 2.674 0.941  0.120
33 H -3.060 -1.023 2.929  0.132
34 H -1.217 -1.559 1.431  0.141
35 H 2.420 1.647 -3.478  0.124
36 H 4.556 0.329 -3.770  0.100
37 H 4.922 -1.762 -2.472  0.098
38 H 3.124 -2.645 -0.947  0.122
39 O 5.213 -1.103 2.291  0.027
40 N 4.154 -0.961 2.924  -0.351
41 O 3.974 -1.400 4.087  -0.008
42 C 3.030 -0.295 2.327  -0.105
43 C 1.736 -0.361 2.909  0.095
44 C 0.714 0.435 2.417  -0.128
45 N -0.148 1.076 3.377  -0.348
46 O -0.333 0.504 4.468  0.006
47 O -0.641 2.189 3.085  0.013
48 C 0.744 1.161 1.079  -0.039
49 C 2.190 1.400 0.752  -0.177
50 N 2.642 2.275 -0.168  0.190
51 O 4.026 2.142 -0.069  -0.108
52 N 4.443 1.144 0.782  0.159
53 C 3.252 0.618 1.242  -0.150
54 H 1.603 -0.944 3.845  0.141
55 H 0.136 2.071 1.049  0.152


6.
C3H3PS in the gas phase in a non-equilibrium geometry, computed with the ωB97M-V functional and the def2-TZVPD basis.

Its max |F| is 0.08297 hartree/bohr. As for the LUMO energy: -0.0547 Ha. As for the SMILES: Cc1pc1=S. The relative energy (zero: lowest compared OMol25 entry of this formula, charge and spin) comes out at 17.8 kcal per mole. The highest occupied orbital energy is -7.91 eV.

Last column: Löwdin charge in e.
Cartesian coordinates (Å):
1 C 0.234 -0.418 0.052  -0.556
2 C 1.462 0.143 0.146  -1.165
3 C -1.205 0.030 -0.026  -0.086
4 P 1.499 -1.611 -0.582  1.000
5 S 2.447 1.414 0.389  0.537
6 H -1.041 1.089 0.279  0.087
7 H -1.845 -0.416 0.789  0.094
8 H -1.552 -0.231 -1.047  0.090